C10H14FN3 in the gas phase at a distorted geometry, computed with ωB97M-V/def2-TZVPD.

The value obtained for the total energy is -653.49083 a.u. The structure (SMILES) is CC1=C([C@@H](C)F)n2c(C)nnc2CC1. For the strongest force on any atom, the calculation gives 6.13 eV Å⁻¹. As for the gap between HOMO and LUMO: 9.55 eV. The calculation puts the energy relative to the best compared isomer or geometry (same formula, charge and spin) at 0.0 kJ/mol.

```
28
Properties=species:S:1:pos:R:3:nbo_charge:R:1
F 0.18 2.08 1.36 -0.36
N -3.21 -0.93 0.03 -0.29
N -3.28 0.41 -0.19 -0.28
N -1.11 -0.08 0.04 -0.39
C -1.94 -1.15 0.22 0.35
C 1.04 1.27 0.63 0.20
C 0.32 -0.03 0.22 0.10
C -2.11 0.91 -0.16 0.33
C 0.96 -1.21 0.10 0.05
C -1.97 2.28 -0.66 -0.66
C 2.45 -1.49 0.30 -0.64
C 0.13 -2.42 -0.24 -0.42
C -1.21 -2.42 0.52 -0.43
C 1.73 2.32 -0.36 -0.62
H 2.52 1.81 -0.91 0.21
H -2.77 2.92 -0.41 0.25
H -1.12 2.71 -0.18 0.23
H 2.00 3.12 0.19 0.22
H -1.97 2.32 -1.85 0.22
H -0.86 -2.39 1.49 0.22
H 1.77 0.86 1.24 0.17
H 3.19 -0.97 -0.37 0.22
H 0.80 -3.20 -0.10 0.21
H 2.68 -1.12 1.22 0.22
H 0.99 2.60 -1.17 0.22
H 2.54 -2.53 0.16 0.22
H -1.84 -3.34 0.13 0.25
H 0.07 -2.33 -1.27 0.22
```

***

An isolated ion of composition C10H14FO3S and charge -1 at a distorted geometry, computed with ωB97M-V/def2-TZVPD.

The value obtained for the total energy is -1113.18233 a.u. The structure (SMILES) is CC(C)(C)\C(F)=C/C=C\C=C\S(=O)(=O)[O-]. The net charge is -1. For the strongest force on any atom, the calculation gives 4.69 eV Å⁻¹. As for the gap between HOMO and LUMO: 7.56 eV. The calculation puts the energy relative to the best compared isomer or geometry (same formula, charge and spin) at 0.0 kJ/mol.

```
29
Properties=species:S:1:pos:R:3:nbo_charge:R:1
S 5.73 1.15 -1.21 2.40
F 0.94 -2.29 0.72 -0.35
O 6.56 0.00 -0.89 -1.03
O 5.93 1.81 -2.47 -1.03
O 5.66 2.08 -0.10 -1.03
C -0.68 -0.47 0.87 -0.18
C -0.94 -1.19 2.20 -0.60
C 1.78 1.16 -2.28 -0.17
C 3.25 1.11 -2.17 -0.29
C 1.15 -0.80 -0.94 -0.31
C -1.94 -0.53 -0.04 -0.61
C 4.06 0.44 -1.35 -0.43
C 0.83 0.40 -1.69 -0.24
C -0.33 0.99 1.15 -0.59
C 0.47 -1.15 0.18 0.42
H -0.15 0.59 -1.84 0.19
H 3.86 -0.13 -0.42 0.21
H -2.13 0.33 -0.74 0.22
H 2.13 -1.40 -1.03 0.25
H 0.13 1.52 0.30 0.24
H 1.48 1.90 -2.98 0.19
H -0.04 -1.06 2.90 0.22
H -2.95 -0.40 0.43 0.21
H 0.16 1.11 2.15 0.22
H -1.03 -2.33 2.05 0.22
H -1.29 1.61 1.28 0.19
H -1.97 -1.52 -0.51 0.22
H -1.74 -0.77 2.84 0.21
H 3.87 1.87 -2.60 0.25
```

***

Question: Which formula does entry 1 have?
Answer: C10H14FN3